Molecular formula: C34H24ClO6S3Sc
Method: DFT, wB97M-V/def2-TZVPD

The geometry in ORCA input format:
```
! wB97M-V def2-TZVPD RIJCOSX def2/J DEFGRID3
* xyz 0 1
Sc -3.705 -12.078 12.468
O -2.342 -12.120 14.054
C -1.528 -13.309 14.184
C -2.034 -14.362 13.117
O -1.774 -15.547 13.213
O -2.763 -13.800 12.123
C -1.728 -13.817 15.656
C -2.363 -15.026 15.999
C -2.614 -15.318 17.369
C -2.258 -14.404 18.332
C -1.459 -13.302 18.014
C -1.237 -12.973 16.677
C -0.063 -13.047 13.872
C 1.016 -13.893 14.305
C 2.335 -13.563 13.954
C 2.588 -12.449 13.191
C 1.559 -11.568 12.848
C 0.277 -11.905 13.146
H -2.433 -11.797 14.980
H -2.643 -15.731 15.222
H -3.169 -16.270 17.628
H -2.607 -14.560 19.360
H -1.094 -12.643 18.810
H -0.606 -12.108 16.414
H 0.815 -14.807 14.915
H 3.155 -14.219 14.264
H 3.579 -12.227 12.842
H 1.723 -10.666 12.266
H -0.509 -11.238 12.794
O -5.392 -12.417 13.232
C -6.382 -11.469 13.393
C -7.720 -12.239 13.362
C -8.908 -11.829 12.840
C -9.968 -12.709 13.079
C -9.581 -13.831 13.747
S -7.883 -13.795 14.050
C -6.371 -10.390 12.262
C -6.292 -9.024 12.305
C -6.620 -8.400 11.051
C -6.780 -9.269 10.050
S -6.611 -10.891 10.602
C -6.367 -10.826 14.776
C -7.214 -9.790 15.082
C -7.139 -9.344 16.407
C -6.127 -9.939 17.101
S -5.374 -11.212 16.175
H -8.973 -10.912 12.260
H -10.984 -12.468 12.756
H -10.223 -14.701 14.017
H -6.015 -8.389 13.168
H -6.695 -7.328 10.983
H -7.000 -9.102 9.012
H -7.954 -9.423 14.335
H -7.856 -8.650 16.847
H -5.817 -9.746 18.108
Cl -0.273 -6.914 16.333
C -1.161 -7.454 14.966
C -2.343 -8.197 14.990
C -2.802 -8.817 13.828
C -2.046 -8.731 12.665
C -1.036 -7.762 12.581
C -0.564 -7.156 13.712
C -2.200 -9.648 11.482
O -1.424 -9.643 10.530
O -3.298 -10.460 11.448
H -2.847 -8.376 15.951
H -3.595 -9.556 13.918
H -0.600 -7.561 11.607
H 0.286 -6.454 13.776
*
```

The gap between HOMO and LUMO comes out at 0.31157 Ha. The LUMO energy comes out at -0.005 eV. The calculation puts the energy at -4177.09970 Ha. Its HOMO energy is -0.3117 hartree.

***

Molecular formula: C34H26ClF3N5O4PbS
Method: DFT, wB97M-V/def2-TZVPD

The geometry in ORCA input format:
```
! wB97M-V def2-TZVPD RIJCOSX def2/J DEFGRID3
* xyz 1 1
Pb -0.127 -0.039 -0.110
O 3.449 4.195 5.801
N 2.488 4.326 5.083
O 1.738 5.271 5.106
C 2.244 3.245 4.123
C 3.147 2.225 4.134
C 3.024 1.112 3.266
C 3.938 0.044 3.281
C 3.730 -1.020 2.438
C 2.628 -0.993 1.578
N 1.785 0.012 1.530
C 1.944 1.052 2.358
C 0.988 2.125 2.341
N -0.026 2.023 1.473
C -0.926 2.976 1.418
C -0.881 4.106 2.229
C 0.145 4.239 3.134
C 1.126 3.234 3.220
H 3.975 2.258 4.830
H 4.780 0.072 3.955
H 4.396 -1.868 2.432
H 2.418 -1.816 0.911
H -1.712 2.843 0.692
H -1.639 4.866 2.145
H 0.198 5.109 3.767
Cl 5.042 -3.808 -4.575
C 3.853 -3.231 -3.465
C 3.046 -4.149 -2.770
C 2.110 -3.704 -1.884
C 1.892 -2.315 -1.639
O 1.008 -1.994 -0.778
C 2.716 -1.395 -2.364
C 2.627 0.020 -2.219
O 1.847 0.688 -1.536
C 3.689 -1.886 -3.257
H 3.175 -5.208 -2.934
H 1.492 -4.397 -1.334
H 3.374 0.572 -2.817
H 4.312 -1.179 -3.785
F -5.150 -3.771 2.079
C -3.992 -3.101 2.080
F -4.250 -1.894 2.625
F -3.175 -3.740 2.923
C -3.432 -2.958 0.689
C -4.081 -3.500 -0.409
C -3.527 -3.339 -1.674
C -2.380 -2.572 -1.791
N -1.794 -1.995 -0.756
C -2.258 -2.209 0.481
S -1.380 -1.455 1.760
H -5.010 -4.036 -0.279
H -3.994 -3.777 -2.540
H -1.923 -2.385 -2.752
C -4.365 1.545 0.886
N -4.768 1.043 -0.408
C -5.838 0.076 -0.309
C -3.646 0.554 -1.179
C -2.704 1.634 -1.648
C -3.259 2.698 -2.373
C -2.472 3.680 -2.935
C -1.096 3.645 -2.782
C -0.515 2.619 -2.041
C -1.341 1.662 -1.519
H -5.246 1.748 1.487
H -3.815 2.474 0.757
H -3.728 0.835 1.430
H -6.710 0.551 0.135
H -5.556 -0.781 0.315
H -6.100 -0.287 -1.300
H -4.040 0.073 -2.079
H -3.082 -0.184 -0.604
H -4.333 2.703 -2.488
H -2.927 4.474 -3.511
H -0.460 4.405 -3.209
H 0.551 2.585 -1.888
*
```

The gap between HOMO and LUMO comes out at 0.20338 Ha. The LUMO energy comes out at -4.923 eV. The calculation puts the energy at -3236.50659 Ha. For the energy above the lowest of the compared OMol25 structures with the same formula, charge and spin, the calculation gives 106.9 kJ/mol. Its HOMO energy is -0.3843 hartree.

***

Molecular formula: C34H26ClN2O4PSeSr
Method: DFT, wB97M-V/def2-TZVPD

The geometry in ORCA input format:
```
! wB97M-V def2-TZVPD RIJCOSX def2/J DEFGRID3
* xyz 0 1
Sr 0.660 0.579 -0.187
O -0.642 2.445 -2.183
C -1.042 2.364 -1.010
C -2.201 3.211 -0.563
C -2.634 4.362 -1.207
C -3.673 5.107 -0.669
C -4.285 4.690 0.507
C -3.868 3.529 1.149
C -2.815 2.789 0.620
P -2.161 1.240 1.364
C -3.279 1.025 2.801
C -4.525 0.405 2.735
C -5.321 0.302 3.867
C -4.885 0.822 5.077
C -3.645 1.439 5.156
C -2.845 1.530 4.026
C -2.795 -0.038 0.208
C -3.701 0.219 -0.821
C -4.106 -0.799 -1.671
C -3.610 -2.086 -1.511
C -2.707 -2.354 -0.493
C -2.304 -1.335 0.360
H -2.142 4.658 -2.126
H -4.011 6.011 -1.161
H -5.096 5.271 0.929
H -4.362 3.212 2.058
H -4.877 0.000 1.794
H -6.286 -0.184 3.801
H -5.508 0.741 5.959
H -3.295 1.840 6.099
H -1.870 2.000 4.095
H -4.086 1.221 -0.964
H -4.808 -0.584 -2.467
H -3.923 -2.876 -2.182
H -2.307 -3.351 -0.363
H -1.594 -1.559 1.148
C 3.070 -4.793 0.833
C 4.092 -3.699 0.708
C 5.022 -3.726 -0.330
C 5.995 -2.747 -0.445
Cl 7.164 -2.855 -1.727
C 6.060 -1.702 0.463
C 5.138 -1.660 1.494
C 4.173 -2.650 1.625
O 3.381 -2.596 2.746
C 1.977 -2.480 2.549
C 1.631 -1.433 1.497
O 2.103 -0.275 1.633
O 0.882 -1.779 0.538
H 3.367 -5.656 0.238
H 2.091 -4.460 0.482
H 2.965 -5.111 1.871
H 4.999 -4.538 -1.047
H 6.821 -0.940 0.362
H 5.151 -0.860 2.222
H 1.576 -2.154 3.509
H 1.526 -3.433 2.276
Se 3.309 -1.096 -1.775
N 2.114 0.154 -2.267
C 2.575 0.732 -3.364
C 1.907 1.784 -4.070
C 2.502 2.272 -5.183
C 3.763 1.771 -5.663
C 4.425 0.781 -5.024
C 3.842 0.225 -3.839
N 4.392 -0.737 -3.125
H 0.960 2.148 -3.692
H 2.019 3.066 -5.739
H 4.183 2.207 -6.560
H 5.373 0.396 -5.373
*
```

The gap between HOMO and LUMO comes out at 0.20684 Ha. The LUMO energy comes out at -1.070 eV. The calculation puts the energy at -4955.45345 Ha. For the energy above the lowest of the compared OMol25 structures with the same formula, charge and spin, the calculation gives 29.8 kJ/mol. Its HOMO energy is -0.2461 hartree.